The following is a quantum chemistry calculation of one molecule with the formula C8H11NO3 in a non-equilibrium geometry, from the OMol25 dataset.

```
23
Properties=species:S:1:pos:R:3:forces:R:3
O -1.358328 1.455328 -0.551625 -3.01 0.27 1.50
O 1.854552 -0.767889 1.328128 0.82 -2.01 1.82
O 2.573103 0.217572 -0.415537 2.76 -0.51 -1.86
N 1.857302 0.082384 0.514878 -1.31 1.96 -0.82
C -0.234970 0.650157 -0.506296 0.27 -1.60 -3.41
C 0.148514 1.162488 1.779929 1.46 3.11 1.24
C -0.553836 -0.789064 -0.057237 -0.22 0.32 -6.28
C -0.592744 0.118147 2.185693 -4.36 -6.12 0.12
C -0.906088 -0.911568 1.225404 0.37 3.21 6.31
C -0.768873 -1.985966 -1.050929 2.99 2.75 0.36
C 0.761176 1.127892 0.493749 2.19 3.04 1.24
C 0.374242 0.818614 -1.955079 -1.20 -1.48 -0.60
H 0.511402 1.831383 2.537059 0.05 0.55 -0.01
H 0.237914 -2.513310 -0.938595 -1.16 0.27 -0.94
H 1.020731 1.689066 -1.941636 0.02 -0.05 -0.39
H 1.387754 2.132018 0.337041 -1.69 -2.13 -0.31
H -0.362148 0.824141 -2.844077 0.59 0.50 1.87
H 0.912817 -0.097012 -2.173541 0.77 0.19 -0.03
H -1.002824 -1.598535 -2.081536 0.48 -0.73 1.00
H -2.128869 1.067144 -0.022113 1.83 0.77 -0.85
H -1.490414 -2.643032 -0.683950 -1.37 -0.97 0.52
H -1.230596 -1.813715 1.599591 -1.14 -1.85 0.75
H -1.009815 -0.056242 3.220678 0.87 0.51 -1.23
```
Positions in Å, forces in eV/Å.

2S+1: 3
HOMO-LUMO gap (alpha / beta) in eV: 6.7 / 7.9
Expectation value of S²: 2.007
HOMO (alpha / beta) in hartree: -0.2218 / -0.3753
LUMO level (alpha / beta) in Eh: 0.0251 / -0.0861



The following is a quantum chemistry calculation of C5H6Cl2S as an isolated structure in a non-equilibrium geometry, from the OMol25 dataset.

```
14
Properties=species:S:1:pos:R:3:forces:R:3
Cl 3.802010 -0.005702 -0.003913 -1.71 -0.08 0.23
Cl 1.550261 1.895666 0.292920 0.65 -0.97 0.25
S -2.482954 0.561444 0.100915 -0.69 0.32 0.91
C 1.076583 -0.783438 -0.092652 1.61 6.38 0.83
C -1.050378 0.726354 -1.005272 -1.29 -1.57 -1.22
C 2.020748 0.193408 0.113108 -0.84 -0.06 -0.56
C -1.188858 -0.283854 1.046135 0.42 -0.55 5.69
C -0.393745 -0.408480 -0.199010 1.98 -1.76 -0.40
H 1.589051 -1.622142 -0.323108 0.48 -3.43 -0.70
H -0.827179 0.218984 2.118156 -0.26 0.25 -3.33
H -1.422813 0.408874 -1.998124 0.73 0.08 0.30
H -1.270713 -1.255550 1.658560 -1.00 0.61 -1.85
H -0.756922 -1.343030 -0.606953 -0.65 -0.03 -0.53
H -0.645094 1.697468 -1.100762 0.58 0.79 0.40
```
Positions in Å, forces in eV/Å.

2S+1: 1
HOMO-LUMO gap in eV: 9.2
HOMO in hartree: -0.3198
LUMO level in Eh: 0.0171



The following is a quantum chemistry calculation of an isolated ion of composition C4H6NO3S and charge -1 in a non-equilibrium geometry, from the OMol25 dataset.

```
15
Properties=species:S:1:pos:R:3:forces:R:3
S -0.013775 1.757525 -0.023848 -4.03 -2.25 -1.44
O 0.094532 1.819124 -1.491581 -0.13 0.25 0.95
O 1.096682 2.266304 0.680529 2.06 0.65 1.20
O -1.325342 2.077455 0.557956 0.69 0.51 -0.66
N -0.192283 -0.670167 2.672650 -0.06 -1.10 4.65
C -0.307672 -0.517503 1.571651 0.05 1.47 -2.78
C -0.108727 -0.167123 0.209631 -0.13 0.27 -1.16
C -1.189091 -0.847591 -0.661382 1.29 -2.78 -0.06
C 1.268503 -0.593204 -0.151421 1.49 -0.07 -1.69
H 1.994149 0.005049 0.355620 0.42 0.29 0.87
H 1.585710 -1.640624 -0.044248 -0.60 0.11 -0.12
H -1.330510 -1.979215 -0.208534 0.39 2.59 -1.31
H -0.845894 -0.929065 -1.759123 -0.73 0.29 1.77
H 1.402608 -0.213111 -1.179507 0.04 -0.74 0.01
H -2.128890 -0.367852 -0.528392 -0.75 0.50 -0.23
```
Positions in Å, forces in eV/Å.

2S+1: 1
Net charge: -1
HOMO-LUMO gap in eV: 9.3
HOMO in hartree: -0.2055
LUMO level in Eh: 0.1374